Entry 1:
The following is a quantum chemistry calculation of a 17-piece molecular cluster, C3H38O17S overall at a distorted geometry, from the OMol25 dataset.

Output
2S+1: 1
LUMO energy (eV): 4.5
Net charge: -2
Frontier orbital gap (Ha): 0.22325

Element x y z (Å)
O -1.620 -4.478 -1.411
H 0.289 2.598 -3.545
H 0.796 1.223 -4.124
H -0.246 -3.448 1.191
H -3.185 3.123 0.931
O 3.609 0.287 -2.925
S -0.422 3.928 2.682
H -0.526 4.101 -1.476
H -1.916 1.257 4.372
H 3.858 -0.545 -0.619
H -1.486 -4.463 -0.449
H -1.874 -1.073 0.721
H -1.735 -3.046 1.305
O -2.434 -1.548 1.391
H -1.374 2.843 -1.963
H 3.488 1.004 -3.579
H 0.318 -0.266 1.355
O -0.097 -3.218 3.690
H -2.901 1.211 3.287
H 2.747 -1.291 0.235
O -3.416 3.008 1.863
O 2.966 -1.528 3.530
H 2.377 -2.295 3.525
O 1.041 2.137 -3.950
O 2.516 2.239 -1.383
H 0.362 1.561 2.934
H 0.890 -2.279 -1.946
H -0.143 -1.097 -2.600
H -0.160 -1.561 -0.875
H -2.486 3.132 2.206
H 1.813 2.598 -1.951
O 0.268 -2.465 -1.218
H 2.988 -1.304 2.592
H -0.889 -3.212 3.115
H -1.108 -3.664 -1.620
H -3.479 0.692 -1.370
H 3.277 0.936 -2.241
O 3.688 -1.143 0.110
O -2.718 0.773 4.133
H 1.986 2.039 -0.596
O -2.711 1.228 -1.154
H -0.798 0.300 -2.358
O -1.116 -3.817 1.372
H -2.066 0.558 -0.734
H -1.558 1.331 1.371
H -0.304 -2.455 4.243
O -0.764 3.536 -2.210
C -0.575 1.647 1.008
H -0.764 2.293 0.150
H 2.431 -1.015 -3.175
O 2.015 -1.897 -3.261
H 1.190 2.592 1.715
O -0.841 -0.363 -0.367
H 0.940 0.549 -0.101
O -0.249 -0.211 -2.960
H 2.611 -2.527 -3.665
H -2.760 -1.128 2.185
C 0.228 2.277 2.125
C 0.029 0.336 0.491



Entry 2:
The following is a quantum chemistry calculation of C3H3AgO3 as an isolated structure at a distorted geometry, from the OMol25 dataset.

Output
2S+1: 2
Energy above the lowest of the compared OMol25 structures with the same formula, charge and spin (kcal/mol): 42.11
Expectation value of S²: 0.751
LUMO energy (alpha / beta) (eV): 3.6 / 3.0
Net charge: -1
Frontier orbital gap (alpha / beta) (Ha): 0.22787 / 0.32626

Element x y z (Å)
O -0.849 -1.218 1.392
H 0.649 -0.267 -1.044
Ag 1.516 2.314 1.811
C 1.142 -1.399 -3.325
H -0.111 -0.543 -3.015
C -0.520 -0.046 1.316
O 0.447 0.491 0.652
O -1.140 0.901 2.067
H -1.959 0.547 2.433
C 0.826 -0.780 -2.288



Entry 3:
The following is a quantum chemistry calculation of C3H3AgO3 as an isolated structure at a distorted geometry, from the OMol25 dataset.

Output
2S+1: 2
Energy above the lowest of the compared OMol25 structures with the same formula, charge and spin (kcal/mol): 24.32
Expectation value of S²: 0.753
LUMO energy (alpha / beta) (eV): -15.8 / -21.2
Net charge: +3
Frontier orbital gap (alpha / beta) (Ha): 0.43651 / 0.23426

Element x y z (Å)
H 0.863 1.610 1.121
H -0.571 0.796 1.858
C 0.859 -0.520 0.971
C -0.263 -0.286 -0.901
O -0.510 0.783 -0.243
Ag -1.734 -0.296 -3.610
O 0.587 -1.128 -0.103
H 1.228 -1.068 1.853
O -0.620 -0.653 -1.977
C 0.161 0.761 1.032



| no. | molar mass (g mol⁻¹) |
| --- | --- |
| 1 | 378.387 |
| 2 | 194.922 |
| 3 | 194.922 |